# 1
Density functional theory data (the ωB97M-V functional and the def2-TZVPD basis) for a single C12H12N4O4S molecule at a distorted geometry.

## Properties
ΔE to the lowest compared entry with this formula, charge and spin = 0.0 kcal/mol
E_HOMO = -8.844 eV

Positions of all 33 atoms, in Å:
1 S 0.483026 -1.565468 3.180484
2 O -1.918724 -0.810316 -3.833728
3 O -2.354289 -0.958774 -1.729867
4 O -2.460352 2.656541 0.381171
5 O -1.142317 -3.320416 -0.804003
6 N -1.143842 2.511550 2.189198
7 N 0.036202 0.207678 1.275831
8 N -0.826409 -1.964630 0.963046
9 N -1.595686 -0.896759 -2.674877
10 C -0.083233 1.917689 2.970915
11 C -0.656585 -2.311935 -0.356522
12 C 0.261588 -1.456758 -1.177492
13 C -0.183772 -0.882117 -2.368404
14 C 2.032374 -0.170500 -2.909080
15 C -1.580611 2.089979 0.987219
16 C 2.488425 -0.732058 -1.725820
17 C 1.613733 -1.381991 -0.869413
18 C 0.690828 -0.247072 -3.237468
19 C -0.129927 -1.046165 1.739311
20 C 0.836178 1.145619 2.030787
21 C -0.879937 0.866596 0.377294
22 H 0.469997 2.705571 3.487236
23 H 0.302894 0.181584 -4.149008
24 H -1.649417 3.290266 2.587174
25 H -1.665851 0.185470 0.042044
26 H 1.593567 0.603793 2.597602
27 H -0.491051 1.228188 3.721253
28 H 1.315345 1.826644 1.321957
29 H 2.721217 0.324857 -3.575111
30 H 1.982526 -1.845218 0.033331
31 H -0.340772 1.230992 -0.507123
32 H -1.260796 -2.707680 1.503780
33 H 3.535671 -0.675159 -1.471715

Cartesian forces, eV/Å:
0.05 -0.28 0.41
-0.20 -0.01 -0.37
-0.40 0.01 0.01
-0.29 0.01 -0.35
0.03 -0.02 0.03
-0.05 0.38 0.42
-0.20 -0.39 0.12
-0.64 -0.10 0.14
-0.26 0.11 -0.02
0.26 -0.36 0.05
0.19 -0.01 -0.15
-0.06 -0.03 -0.53
1.19 -0.03 0.39
-0.02 -0.03 0.10
0.24 -0.21 -0.06
0.00 0.00 -0.01
-0.15 0.03 -0.14
-0.31 -0.08 0.01
0.43 0.15 0.28
0.21 0.26 0.45
-0.44 0.27 -0.45
0.00 -0.06 -0.06
-0.01 0.02 -0.03
-0.04 -0.07 -0.15
0.19 0.17 0.05
-0.08 0.12 -0.13
0.16 0.08 -0.06
-0.03 0.00 -0.01
0.04 0.06 -0.06
0.02 -0.05 0.13
-0.12 -0.06 0.05
0.21 0.13 -0.08
0.10 -0.01 0.02

These are the Löwdin partial charges, in e, on atoms 1 to 5: atom 1 (S): 0.7023, atom 2 (O): 0.1158, atom 3 (O): 0.0926, atom 4 (O): 0.0721, atom 5 (O): 0.1281


# 2
Density functional theory data (the ωB97M-V functional and the def2-TZVPD basis) for a molecular structure, C12H12N4O7RuS at a distorted geometry.

## Properties
<S²> = 6.028
2S+1 = 5
total charge = +2
E_HOMO (alpha / beta) = -13.284 / -15.728 eV

Positions of all 37 atoms, in Å:
1 Ru 0.177030 -0.130054 -0.279195
2 S 0.232130 -4.040754 -2.168795
3 O -0.465270 0.909646 -4.123095
4 O 2.336030 -0.189154 0.898605
5 O 3.223830 -1.529154 2.404105
6 O -3.934770 4.166946 -2.315395
7 O -2.202970 2.263346 2.584905
8 O 0.247030 1.219246 2.094305
9 O 0.283930 -0.002654 -2.227195
10 N -1.175970 1.483246 -0.708995
11 N 0.021830 -0.175654 1.846605
12 N 0.716830 -2.069354 -0.636595
13 N 0.961330 -0.979854 2.494705
14 C -1.336670 1.660346 -2.030695
15 C -2.219770 2.504846 -2.644495
16 C -3.057470 3.324546 -1.831895
17 C -2.018770 2.233346 1.449005
18 C -0.219970 -2.940854 -0.956195
19 C 1.763330 -3.266354 -2.267495
20 C 3.128730 -2.354854 3.570605
21 C -1.990170 2.274646 0.099805
22 C -0.419570 0.790646 -2.935495
23 C -2.911870 3.213346 -0.459295
24 C 1.842330 -2.236454 -1.385495
25 C 2.231130 -0.884554 1.907705
26 H 2.512130 -3.595754 -2.961095
27 H -3.983870 4.189346 -3.284595
28 H 2.940730 -1.759454 4.466405
29 H -3.508470 3.826446 0.197605
30 H 1.126230 1.483646 1.738705
31 H -1.177870 -2.980054 -0.461795
32 H 2.690430 -1.580854 -1.246495
33 H 2.362130 -3.121454 3.451405
34 H 0.883330 -1.090354 3.505505
35 H 4.108030 -2.823854 3.658505
36 H -0.901570 -0.337954 2.278805
37 H -2.263470 2.545846 -3.722995

Cartesian forces, eV/Å:
-0.65 1.09 -1.30
0.17 0.67 0.56
0.51 -0.49 0.25
-0.15 0.02 -0.41
0.07 0.38 -0.38
-0.42 0.41 -0.07
0.00 -0.05 -0.08
-0.06 0.33 0.32
1.93 -2.30 2.01
0.41 -0.43 0.59
0.42 0.22 0.37
-0.23 0.19 0.02
0.40 -0.40 0.19
0.24 -0.12 -1.35
-0.22 0.27 0.52
0.85 -0.82 -0.09
-0.18 0.02 0.67
-0.24 -0.80 -0.19
-0.16 0.14 0.30
0.06 -0.55 0.69
-0.26 0.29 -0.76
-2.72 2.84 -0.60
-0.03 -0.04 0.01
0.79 -0.64 -0.69
-0.64 0.11 -0.02
0.15 -0.08 -0.12
0.14 -0.10 0.19
0.04 0.10 -0.12
-0.06 0.08 0.06
-0.25 -0.58 0.09
-0.11 0.02 -0.07
-0.06 -0.03 -0.04
0.03 0.05 -0.12
-0.14 0.17 -0.22
-0.19 0.07 0.01
0.45 0.06 -0.15
0.12 -0.10 -0.06

These are the Löwdin partial charges, in e, on atoms 1 to 5: atom 1 (Ru): 1.5872, atom 2 (S): 1.1645, atom 3 (O): 0.1837, atom 4 (O): 0.0201, atom 5 (O): 0.0735


# 3
Density functional theory data (the ωB97M-V functional and the def2-TZVPD basis) for 2 unconnected molecules or ions with the total composition C12H12O at a distorted geometry.

## Properties
ΔE to the lowest compared entry with this formula, charge and spin = 160.7 kcal/mol
E_HOMO = -7.713 eV

Positions of all 25 atoms, in Å:
1 O -1.213247 -0.623759 1.620455
2 C -4.202750 1.302137 0.250493
3 C 3.456217 0.866255 -0.173843
4 C -1.077181 -2.511373 -0.013864
5 C 0.745695 0.298722 0.285109
6 C 1.299827 0.167765 -1.001593
7 C -0.686400 0.046638 0.492650
8 C 2.943019 1.054412 1.072296
9 C -3.062730 1.618692 0.189225
10 C -1.612348 -1.114235 0.294653
11 C -1.752426 2.079172 0.211506
12 C 1.567520 0.696167 1.289441
13 C 2.591078 0.533210 -1.293660
14 H -1.821994 -3.298608 0.013256
15 H -0.467566 -2.701052 0.874004
16 H 3.067244 0.505585 -2.237986
17 H -2.738651 -0.890693 0.105116
18 H -1.325294 2.098518 -0.697598
19 H 0.866065 -0.402982 -1.823433
20 H 4.434707 1.141132 -0.487478
21 H -5.193631 0.895139 0.000468
22 H -1.217516 2.617481 0.982935
23 H 1.034791 0.894160 2.128570
24 H -0.446587 -2.753602 -0.866881
25 H 3.341692 1.499188 1.972712

Cartesian forces, eV/Å:
0.47 0.60 -1.09
-3.47 -1.64 -0.92
-1.06 0.81 -2.19
0.25 -0.20 1.25
-0.16 -1.05 -1.62
0.38 -0.78 -1.52
-2.65 0.61 0.76
-2.69 -0.75 1.15
1.35 1.44 0.94
-0.63 0.96 -0.51
1.43 -3.47 2.38
1.83 0.78 -2.16
1.05 -0.02 3.74
-0.55 0.18 -0.04
0.25 -0.23 -0.14
-0.05 -0.34 -0.94
2.20 -0.29 0.12
1.49 0.69 -3.17
-0.99 0.59 0.25
0.89 0.18 0.39
1.04 0.60 0.65
-0.65 0.09 0.21
-0.73 0.55 3.13
-0.07 0.84 -0.32
1.08 -0.14 -0.35

These are the Löwdin partial charges, in e, on atoms 1 to 5: atom 1 (O): -0.0085, atom 2 (C): 0.0952, atom 3 (C): -0.0772, atom 4 (C): -0.0339, atom 5 (C): -0.2062


# 4
Density functional theory data (the ωB97M-V functional and the def2-TZVPD basis) for 3 unconnected molecules or ions with the total composition C12H13B3F16O7 at a distorted geometry.

## Properties
E_HOMO = -10.886 eV

Positions of all 51 atoms, in Å:
1 F -0.895888 -1.908784 4.442794
2 F -1.008774 -2.374066 1.622201
3 F -3.929670 -0.473008 -3.210823
4 F -2.893689 -1.778302 -1.036339
5 F -0.511383 -3.944976 3.822828
6 F -2.299085 -1.140243 -4.465813
7 F -1.551979 -0.273336 -1.842426
8 F 1.753986 -2.800095 -4.039302
9 F -0.123828 0.202211 -4.136896
10 F -2.482012 -0.006587 4.233768
11 F -0.327081 1.706809 3.870241
12 F 1.165268 -0.600274 -5.689392
13 F -2.993748 1.664956 2.972426
14 F -2.551614 -3.857746 1.996665
15 F -0.328957 -2.654896 -4.572694
16 F 0.044597 -0.156805 2.818111
17 O 5.742260 4.648218 -0.931129
18 O -2.702700 -0.299912 2.007797
19 O 1.404632 3.357599 2.396796
20 O 0.342891 -2.099673 -2.492636
21 O 3.413759 3.911820 -0.672412
22 O 0.132588 2.725958 0.524013
23 O 4.991989 3.356209 1.150524
24 C -0.969623 -2.545340 -2.120718
25 C -2.229988 0.549954 3.032782
26 C -1.470155 -2.986029 3.876858
27 C -0.758465 0.933046 2.846694
28 C -2.012137 -2.696114 2.475323
29 C -3.115343 -1.620799 2.382288
30 C -2.985467 -1.437624 -3.346489
31 C 1.322864 2.711793 1.316078
32 C -2.092758 -1.486993 -2.104406
33 C 0.644235 -2.044070 -3.871278
34 C 2.676113 1.930745 0.886208
35 C 0.926035 -0.617824 -4.355882
36 B 5.510491 4.572658 0.512721
37 B 4.644875 3.846317 -1.468678
38 B 3.746672 3.081256 0.490763
39 H 0.041673 3.624081 0.111739
40 H 3.004064 1.237907 1.731919
41 H -3.771220 -1.932321 1.563804
42 H -3.499820 -2.390280 -3.498443
43 H -0.850304 -2.871581 -1.082963
44 H -3.763078 -1.610216 3.262727
45 H -0.607782 1.481224 1.915322
46 H -1.258350 -3.450465 -2.661177
47 H 2.456807 1.331621 -0.071104
48 H 1.794629 -0.196826 -3.842522
49 H 4.758258 3.162945 -2.430361
50 H -2.263771 -3.343163 4.538475
51 H 5.729983 5.561024 1.142015

Cartesian forces, eV/Å:
-0.06 -0.03 -0.14
0.05 -0.08 0.25
0.08 -0.06 0.32
-0.20 -0.25 -0.33
-0.16 -0.07 -0.30
0.07 0.00 0.13
-0.18 -0.10 -0.26
0.07 0.51 -0.13
0.08 -0.26 0.14
0.29 0.36 0.09
-0.53 -0.16 0.14
0.02 -0.39 0.13
0.51 0.04 -0.09
-0.06 0.00 0.42
0.30 0.29 -0.34
-0.21 -0.12 -0.05
-2.89 -2.55 1.84
0.92 -0.09 1.10
-0.89 -2.31 -4.41
-0.55 0.56 -1.29
2.69 -2.20 0.21
2.24 0.62 0.11
-1.54 1.58 -2.64
0.42 -0.56 0.58
-1.47 -0.79 -0.46
0.33 -0.50 0.51
0.70 0.38 -0.18
0.05 0.61 -0.67
-0.68 0.27 -0.47
-0.74 0.17 -0.28
1.54 2.21 3.38
0.88 0.36 0.32
-0.46 -1.32 1.31
-1.42 -0.18 -0.65
0.20 0.77 -0.17
0.36 -0.48 -1.02
0.23 2.18 1.66
0.14 0.71 0.09
0.07 -0.96 0.72
-0.59 1.10 -1.12
0.31 0.01 -0.03
0.08 -0.08 0.13
-0.01 0.30 -0.07
0.35 -0.02 0.10
-0.54 -0.17 0.16
-0.08 0.29 -0.18
0.37 0.72 1.44
0.01 -0.24 0.07
-0.11 0.24 -0.08
-0.13 0.02 -0.13
0.14 -0.40 0.12

These are the Löwdin partial charges, in e, on atoms 1 to 5: atom 1 (F): 0.0957, atom 2 (F): 0.1199, atom 3 (F): 0.0939, atom 4 (F): 0.1006, atom 5 (F): 0.0920


> Number 4 is which compound?

C12H13B3F16O7